Record 1
C7H10N2 | the ωB97M-V functional and the def2-TZVPD basis

```
! RIJCOSX wB97M-V def2-TZVPD def2/J DEFGRID3
* xyz 0 1
C 2.2493 -0.9156 -0.9764
C 3.5579 -0.5775 -0.6369
C 1.5543 -0.0964 -0.1178
C -1.5209 -0.8192 0.2815
C -0.9678 0.2782 -0.1395
C -3.0847 -0.8072 0.5187
C -1.1151 1.6849 -0.2212
N 3.6472 0.3119 0.3496
N 2.4308 0.5404 0.6544
H 1.8738 -1.6569 -1.6883
H 4.4478 -1.0633 -0.9661
H -1.1199 -1.8317 0.2006
H -3.3542 0.0664 1.2093
H -3.7650 -0.6434 -0.3499
H -3.4604 -1.6920 0.8669
H -2.2546 1.8854 -0.0275
H -0.6813 2.0739 -1.0940
H -0.6193 2.1140 0.6397
H 2.1821 1.1479 1.4970
*
```

Frontier orbital gap (alpha / beta)   8.35 / 8.41 eV
M   122.171 g mol⁻¹
LUMO level (alpha / beta)   -0.16 / -0.13 eV
Total energy   -10395.332 eV
Energy relative to the best compared isomer or geometry (same formula, charge and spin)   144.8 kcal per mole

=====

Record 2
C7H10N2 | the ωB97M-V functional and the def2-TZVPD basis

```
! RIJCOSX wB97M-V def2-TZVPD def2/J DEFGRID3
* xyz 0 1
C 0.3631 0.4419 -0.0079
C 1.7130 0.1735 0.3926
C 2.5882 -0.7045 -0.1534
C -0.7250 -0.1275 1.0910
C -0.4737 -0.7955 -0.8017
C -1.8610 -0.2523 -0.7541
C -2.1931 0.1825 0.4770
H 0.9307 2.2104 -0.7546
H -0.6662 2.1818 -0.5610
H 1.8654 0.9464 1.2218
H 3.5149 -0.4263 0.2052
H 2.2528 -1.5477 -0.8382
H -0.6276 0.1289 2.1390
H -1.2434 -1.9985 0.4364
H -0.1394 -1.5227 -1.6555
H -2.2166 0.1672 -1.7931
H -2.9929 0.5522 1.0358
N 0.2560 1.9233 -0.1681
N -0.3450 -1.5330 0.4888
*
```

Frontier orbital gap   9.65 eV
M   122.171 g mol⁻¹
LUMO level   0.93 eV
Total energy   -10395.848 eV
Energy relative to the best compared isomer or geometry (same formula, charge and spin)   132.9 kcal per mole

=====

Record 3
C7H10N2 | the ωB97M-V functional and the def2-TZVPD basis

```
! RIJCOSX wB97M-V def2-TZVPD def2/J DEFGRID3
* xyz 0 3
C 0.8915 -0.2346 0.8541
C 0.0493 -1.4523 0.3590
C 0.0896 0.2678 -1.3148
C -1.1411 1.3191 0.4573
C 0.3578 0.9225 0.0586
C -0.8076 -0.8433 -0.7781
C -1.8826 0.0988 0.0957
N -3.1777 0.0044 -0.4663
N -3.0418 -0.5794 0.6105
H 0.8183 -0.0213 1.8686
H 2.0016 -0.2495 0.5614
H 0.7985 -2.2622 0.0766
H -0.6760 -1.9897 1.1552
H -0.5245 0.7078 -2.1382
H 1.0847 -0.0467 -1.6602
H -1.3432 1.5217 1.5698
H -1.2962 2.2159 -0.2576
H 1.0808 1.8335 -0.1500
H -1.4748 -1.4178 -1.3082
*
```

Frontier orbital gap (alpha / beta)   7.73 / 7.51 eV
<S²>   2.008
M   122.171 g mol⁻¹
LUMO level (alpha / beta)   0.91 / -2.27 eV
Total energy   -10394.670 eV
Energy relative to the best compared isomer or geometry (same formula, charge and spin)   41.3 kcal per mole

=====

Record 4
C7H10N2O | the ωB97M-V functional and the def2-TZVPD basis

```
! RIJCOSX wB97M-V def2-TZVPD def2/J DEFGRID3
* xyz 0 1
C -1.0697 0.2899 1.3017
C -0.5717 -1.7096 -0.7523
C 2.3451 2.2761 0.0701
C 0.4827 -0.6825 -0.9348
C 2.2573 1.0090 -0.3729
C -2.0711 -1.3365 -0.4601
C 1.0948 0.1562 -0.0653
N -1.9760 -0.1265 0.3841
N 0.3619 0.3767 1.1023
O -1.5206 0.7258 2.3506
H -0.5983 -2.2936 -1.7246
H -0.2901 -2.3139 0.1315
H 3.1327 3.0162 -0.1296
H 1.5826 2.7434 0.5756
H 0.9118 -0.4711 -1.8486
H 3.0419 0.6128 -1.0825
H -2.4818 -2.1499 0.2297
H -2.5392 -1.0511 -1.4303
H -2.8345 -0.0179 0.8000
H 0.7422 0.9465 1.8554
*
```

Frontier orbital gap   8.76 eV
M   138.170 g mol⁻¹
LUMO level   0.58 eV
Total energy   -12447.082 eV
SMILES   C=CC1=CCCNC(=O)N1
Energy relative to the best compared isomer or geometry (same formula, charge and spin)   54.6 kcal per mole

=====

Record 5
C7H10N2O | the ωB97M-V functional and the def2-TZVPD basis

```
! RIJCOSX wB97M-V def2-TZVPD def2/J DEFGRID3
* xyz 0 1
C 2.9640 1.3614 -0.0137
C 1.5985 1.6483 0.2385
C 3.0715 0.0226 -0.2895
C 0.9858 0.4526 0.0828
C -1.6217 0.0045 0.6445
C 1.4867 -1.9184 -0.4381
C -3.9246 0.2629 0.2894
N 1.8283 -0.5429 -0.2215
N -2.5167 0.2637 -0.2175
O -2.3841 0.4647 -1.4439
H 3.7672 2.0708 0.0064
H 1.1509 2.5893 0.4729
H 3.9350 -0.5673 -0.5257
H -1.7518 -0.0747 1.7010
H 1.1700 -2.3912 0.4960
H 0.6704 -1.9902 -1.1583
H 2.3538 -2.4506 -0.8252
H -4.0034 0.9003 1.1676
H -4.5536 0.6446 -0.5115
H -4.2260 -0.7505 0.5461
*
```

Frontier orbital gap (alpha / beta)   7.35 / 7.35 eV
M   138.170 g mol⁻¹
LUMO level (alpha / beta)   -1.10 / -1.10 eV
Total energy   -12441.038 eV
Energy relative to the best compared isomer or geometry (same formula, charge and spin)   193.9 kcal per mole

=====

Record 6
C7H10N2O2 | the ωB97M-V functional and the def2-TZVPD basis

```
! RIJCOSX wB97M-V def2-TZVPD def2/J DEFGRID3
* xyz 0 1
C 0.7120 1.7035 0.2412
C 0.6130 -0.5409 2.9732
C 0.3034 -1.3199 -0.3301
C 1.1270 1.4100 1.5749
C -0.4564 -0.2185 -0.5213
C 1.7851 -1.3582 -0.1386
C -2.4664 0.6291 -1.4501
N 0.7214 0.4415 2.3099
N -0.0320 1.0757 -0.5920
O -0.2585 -2.5670 -0.4740
O -1.7932 -0.4523 -0.8482
H 1.0330 2.6823 -0.1032
H -0.1501 -0.8870 3.6311
H 1.7257 2.1600 2.0746
H -1.1853 -2.4410 -0.7205
H 2.2119 -0.3606 -0.1675
H 2.2170 -1.9560 -0.9424
H 2.0421 -1.8366 0.8046
H -2.4769 1.5003 -0.7906
H -3.4827 0.2845 -1.6292
H -1.9907 0.9095 -2.3945
*
```

Frontier orbital gap   6.95 eV
M   154.169 g mol⁻¹
LUMO level   -0.06 eV
Total energy   -14492.208 eV
Energy relative to the best compared isomer or geometry (same formula, charge and spin)   111.8 kcal per mole

=====

Record 7
C7H10N2O2 | the ωB97M-V functional and the def2-TZVPD basis

```
! RIJCOSX wB97M-V def2-TZVPD def2/J DEFGRID3
* xyz 0 1
C 0.5067 -3.1825 0.1600
C -0.3448 1.5475 0.4273
C 0.8805 0.6475 0.3574
C -1.3235 1.0251 -0.5702
C 0.3005 -1.8261 0.7859
C 0.3799 -0.6889 -0.2086
C -1.1357 -0.4606 -0.4624
N -0.5356 -3.8959 0.2115
N -1.2235 -2.0041 1.3055
O -1.8032 -0.9188 0.7571
O -1.5687 -3.3196 0.7248
H 1.4315 -3.7372 -0.0390
H -0.7576 1.6632 1.4891
H -0.0242 2.4808 0.1012
H 1.4372 1.2283 -0.4022
H 1.5752 0.5839 1.2144
H -2.3529 1.1815 -0.2237
H -1.0306 1.4852 -1.5124
H 0.8438 -1.7659 1.7818
H 1.0415 -1.1227 -0.9592
H -1.6089 -0.8453 -1.3102
*
```

Frontier orbital gap   9.93 eV
M   154.169 g mol⁻¹
LUMO level   0.77 eV
Total energy   -14490.652 eV
SMILES   C1=NON2O[C@H]3CCC[C@H]3[C@H]12
Energy relative to the best compared isomer or geometry (same formula, charge and spin)   147.7 kcal per mole

=====

Record 8
C7H10N2O2S2 | the ωB97M-V functional and the def2-TZVPD basis

```
! RIJCOSX wB97M-V def2-TZVPD def2/J DEFGRID3
* xyz 0 1
C 2.8014 2.1577 0.2828
C 3.1094 1.5541 -0.9517
C 1.4956 2.6514 0.5869
C 2.0002 1.0985 -1.6994
C 0.5828 2.0658 -0.2497
C -1.5135 -2.8850 0.2609
C -2.9998 -1.1104 0.8602
N 0.8057 1.3345 -1.1950
N -1.6257 -1.6089 0.8991
O 0.7662 -1.1473 0.5179
O -0.8170 0.6567 1.1163
S -0.9561 -0.0197 -1.5671
S -0.5265 -0.5274 0.3604
H 3.4557 2.6980 0.9648
H 4.0886 1.4355 -1.3760
H 1.4394 3.4456 1.2693
H 2.1418 0.7276 -2.7961
H -1.6166 -2.7101 -0.9150
H -0.5755 -3.2899 0.1884
H -2.0932 -3.6469 0.8113
H -3.0237 -0.3538 1.6840
H -3.2027 -0.6567 -0.0985
H -3.7364 -1.8691 1.0459
*
```

Frontier orbital gap (alpha / beta)   7.33 / 7.94 eV
M   218.303 g mol⁻¹
LUMO level (alpha / beta)   -0.98 / -0.31 eV
Total energy   -36160.884 eV
Energy relative to the best compared isomer or geometry (same formula, charge and spin)   120.4 kcal per mole

=====

Record 9
C7H10N2OS | the ωB97M-V functional and the def2-TZVPD basis

```
! RIJCOSX wB97M-V def2-TZVPD def2/J DEFGRID3
* xyz 0 1
C 2.9222 2.7161 -1.5661
C 1.7016 3.1735 -1.0554
C 3.2431 1.3553 -1.6148
C 0.7012 2.1428 -1.0322
C 2.2425 0.4108 -1.2903
C -2.3208 0.0645 -0.1006
C -1.2990 -3.9545 2.2729
N 0.9849 0.8804 -1.1279
N -2.3748 -4.5627 2.0688
O -0.4036 -1.6636 0.6049
S -1.0019 -0.9192 -0.5600
H 3.8543 3.3244 -1.5449
H 1.3804 4.1842 -1.0202
H 4.1590 0.9375 -1.9488
H -0.3570 2.4914 -0.8085
H -2.5867 0.1601 0.9556
H -3.0275 0.3567 -0.8775
H -1.0766 -3.3264 3.2531
H 2.1702 -0.6822 -1.3260
H -0.6507 -3.6617 1.3901
H -2.9892 -4.6771 2.8986
*
```

Frontier orbital gap (alpha / beta)   8.96 / 8.96 eV
M   170.237 g mol⁻¹
LUMO level (alpha / beta)   -0.01 / -0.01 eV
Total energy   -23280.061 eV
Energy relative to the best compared isomer or geometry (same formula, charge and spin)   91.5 kcal per mole

=====

Record 10
C7H10N2S | the ωB97M-V functional and the def2-TZVPD basis

```
! RIJCOSX wB97M-V def2-TZVPD def2/J DEFGRID3
* xyz 0 1
C -2.9748 0.8592 0.8384
C -1.7412 0.4498 1.2384
C -2.4895 -0.6748 -0.5883
C -0.2129 -1.1489 0.2645
C 0.9536 -0.5073 0.5833
C 2.1880 -1.3880 0.7977
C 0.1235 1.6647 -0.9325
N -3.4111 0.1780 -0.2566
N -1.4169 -0.4482 0.2897
S 1.2360 1.1851 0.3756
H -3.6949 1.3091 1.4394
H -1.0507 0.6961 2.1288
H -2.4182 -1.3004 -1.3728
H -0.3637 -2.1429 0.0636
H 2.8479 -1.3222 -0.0300
H 2.7234 -0.9972 1.6877
H 1.7857 -2.4290 0.7362
H 0.4795 2.7045 -1.2149
H -0.9273 1.4903 -0.5769
H 0.4251 0.9270 -1.7187
*
```

Frontier orbital gap   8.88 eV
M   154.238 g mol⁻¹
LUMO level   0.73 eV
Total energy   -21234.595 eV
SMILES   CS/C(C)=C\n1ccnc1
Energy relative to the best compared isomer or geometry (same formula, charge and spin)   30.4 kcal per mole

=====

Record 11
C7H10N2S | the ωB97M-V functional and the def2-TZVPD basis

```
! RIJCOSX wB97M-V def2-TZVPD def2/J DEFGRID3
* xyz 0 1
C 0.8443 1.0713 -0.4667
C 2.0141 0.9353 0.1385
C 0.5355 -1.4079 -0.3470
C 0.1903 -0.1780 -0.5713
C 2.7818 -0.4128 0.3550
C 2.0393 -1.6397 -0.2645
C -3.6429 1.3974 0.2874
N -2.4830 0.9555 -0.4919
N -2.1853 -0.2018 -0.2997
S -2.7624 -1.4425 0.4653
H 0.4843 2.0394 -0.6245
H 2.5602 1.8366 0.3901
H -0.1950 -2.1401 -0.3057
H 3.9131 -0.2606 -0.0401
H 2.8899 -0.6091 1.3421
H 2.3183 -2.4468 0.3690
H 2.3412 -1.9323 -1.2627
H -4.1838 0.4953 0.6999
H -4.3714 1.9062 -0.3874
H -3.0887 2.0347 1.0143
*
```

Frontier orbital gap (alpha / beta)   6.96 / 8.23 eV
M   154.238 g mol⁻¹
LUMO level (alpha / beta)   -0.76 / 0.14 eV
Total energy   -21230.002 eV
Energy relative to the best compared isomer or geometry (same formula, charge and spin)   136.3 kcal per mole

=====

Record 12
C7H10N3 | the ωB97M-V functional and the def2-TZVPD basis

```
! RIJCOSX wB97M-V def2-TZVPD def2/J DEFGRID3
* xyz 1 1
C -2.8757 0.8393 -0.0204
C -1.6233 1.4658 -0.1820
C 0.6165 -1.6069 -0.1934
C -0.6381 -1.7609 0.1576
C 1.1438 -0.2074 -0.1179
C 1.5397 0.0764 1.3635
C 1.5478 0.5496 -1.2103
N -2.6754 -0.4340 0.2263
N -1.4120 -0.6640 0.1881
N -0.7560 0.4997 -0.0749
H -3.8151 1.2600 0.0507
H -1.3633 2.4257 -0.6017
H 1.3735 -2.4079 -0.5079
H -1.1348 -2.7828 0.1744
H 1.9349 1.1695 1.2835
H 2.3227 -0.5162 1.8558
H 0.6937 -0.0784 2.0495
H 1.1681 1.5291 -1.1441
H 1.3281 0.0942 -2.1919
H 2.6248 0.5492 -1.1048
*
```

Frontier orbital gap   9.17 eV
M   136.178 g mol⁻¹
LUMO level   -4.47 eV
Total energy   -11881.006 eV
SMILES   CC(C)=CC=[N+]1N=CC=N1
Energy relative to the best compared isomer or geometry (same formula, charge and spin)   92.4 kcal per mole